DFT (ωB97M-V/def2-TZVPD) results for C5H18FN6O4Tl as an isolated structure at a distorted geometry.

## Properties
LUMO energy = -13.041 eV
Energy above the lowest of the compared OMol25 structures with the same formula, charge and spin = 49.7 kcal/mol
Calculated total energy = -29997.936 eV
Charge = +2
Gap between HOMO and LUMO = 2.9527 eV

Each line ends with the natural charge from an NBO analysis.
Atoms and positions in Å:
Tl1 0.059 -0.259 1.317  1.26
F1 -0.191 0.025 -1.606  -0.63
C1 -5.209 0.732 1.425  -0.62
C2 -4.120 1.275 0.490  -0.07
O1 -2.859 0.876 0.973  -0.65
H1 -5.088 1.137 2.430  0.23
H2 -5.233 -0.357 1.388  0.22
H3 -6.147 0.984 0.932  0.24
H4 -4.061 2.361 0.568  0.19
H5 -4.301 0.911 -0.522  0.20
H6 -2.251 1.619 1.000  0.48
C3 4.156 -0.720 1.424  0.76
O2 2.958 -0.774 1.595  -0.63
N1 4.849 0.239 1.950  -0.79
N2 4.869 -1.455 0.623  -0.77
H7 4.512 1.024 2.490  0.42
H8 5.828 0.235 1.705  0.39
H9 4.312 -2.014 -0.008  0.43
H10 5.864 -1.290 0.568  0.42
C4 -2.331 -2.620 -0.674  0.75
O3 -1.811 -2.171 0.324  -0.57
N3 -3.164 -3.635 -0.756  -0.71
N4 -2.179 -2.127 -1.897  -0.70
H11 -3.725 -3.600 -1.595  0.40
H12 -3.440 -4.180 0.048  0.44
H13 -1.537 -1.361 -2.043  0.46
H14 -2.713 -2.649 -2.576  0.40
C5 2.616 2.094 -0.795  0.74
O4 2.048 1.690 0.239  -0.55
N5 2.413 1.594 -1.952  -0.71
N6 3.554 2.961 -0.749  -0.77
H15 2.806 2.077 -2.748  0.41
H16 1.595 1.013 -2.069  0.45
H17 4.022 3.081 0.138  0.43
H18 3.900 3.287 -1.640  0.41